# 1
18
Properties=species:S:1:pos:R:3:nbo_charge:R:1 method="wB97M-V/def2-TZVPD" spin_multiplicity=1 mol_weight_da=118.14 lumo_energy_ev=0.47
O -0.82070 -2.77017 -1.89401 -0.569
O -1.68506 -0.76712 -2.21525 -0.678
N -0.22533 0.35337 -0.43376 -0.496
N 0.20570 -1.84374 0.67497 -0.865
C -0.59107 -1.04011 -0.16890 0.068
C -0.29579 1.24571 0.73901 -0.431
C -1.00629 -1.66110 -1.47040 0.736
C 1.17050 0.33265 -0.86740 -0.419
H 0.03589 0.81145 1.67663 0.200
H -1.84235 -1.13445 0.54594 0.180
H -1.65845 0.08684 -1.86985 0.502
H 1.45900 1.38045 -1.29007 0.201
H -1.33537 1.59925 0.99403 0.204
H 1.32212 -0.34186 -1.65797 0.205
H -0.34226 -2.46747 1.25247 0.380
H 0.68462 -2.54107 0.05119 0.377
H 0.19595 2.25308 0.44571 0.212
H 1.78356 0.17559 -0.04172 0.193



# 2
18
Properties=species:S:1:pos:R:3:nbo_charge:R:1 method="wB97M-V/def2-TZVPD" spin_multiplicity=1 mol_weight_da=118.14 smiles="C[N+]([O-])=C=[N+](C)[O-].C" lumo_energy_ev=-0.13
O -2.08096 1.34006 -1.39855 -0.482
O -2.53948 -1.78655 0.57875 -0.471
N -1.62592 -0.93984 0.69865 0.118
N -1.26385 0.39643 -1.32132 0.112
C -1.07700 -0.31902 -0.27679 0.238
C 2.55162 0.70953 0.62641 -0.849
C -1.01165 -0.80062 2.02405 -0.435
C -0.30304 0.24305 -2.41765 -0.432
H -1.72806 -0.29517 2.67151 0.229
H -0.09307 -0.22238 1.96016 0.219
H -0.84801 0.34907 -3.35193 0.232
H 3.49610 1.05194 1.02236 0.218
H 0.17222 -0.73131 -2.35665 0.217
H 0.44662 1.03121 -2.36237 0.224
H 2.60568 0.67228 -0.45361 0.210
H -0.82006 -1.79425 2.42995 0.231
H 2.35484 -0.28889 0.99978 0.209
H 1.76404 1.38444 0.92722 0.212



# 3
18
Properties=species:S:1:pos:R:3:nbo_charge:R:1 method="wB97M-V/def2-TZVPD" spin_multiplicity=1 mol_weight_da=118.14 smiles="CC(N)=O.CC(N)=O" lumo_energy_ev=0.58
O 1.47269 -2.55706 -1.77413 -0.606
O -1.31782 2.13553 2.28825 -0.599
N 0.84449 1.61184 1.96557 -0.836
N 0.41224 -1.42860 -0.12799 -0.833
C -0.40214 1.98739 1.50960 0.673
C -0.77640 -1.86777 -2.19611 -0.723
C 0.47459 -1.99546 -1.36874 0.669
C -0.58503 2.00962 0.01157 -0.743
H -1.67616 -2.12014 -1.62320 0.219
H -0.23396 2.87410 -0.54365 0.239
H -0.70470 -2.52425 -3.05321 0.245
H 1.65194 1.87038 1.41502 0.389
H 0.90573 1.75304 2.96449 0.397
H 1.18147 -1.56809 0.50280 0.408
H -0.23015 1.06879 -0.41729 0.235
H -0.94658 -0.85976 -2.57042 0.233
H -0.49609 -1.18330 0.23079 0.391
H -1.66535 2.01323 -0.15060 0.240



# 4
18
Properties=species:S:1:pos:R:3:nbo_charge:R:1 method="wB97M-V/def2-TZVPD" spin_multiplicity=1 mol_weight_da=118.14 lumo_energy_ev=0.24
O -1.48448 0.99833 1.63935 -0.685
O -2.63229 0.78379 -0.47810 -0.755
N 1.83988 -0.47147 0.44034 -0.617
N -1.21610 -0.90941 0.42897 -0.697
C 2.33606 -0.06661 -0.85000 -0.424
C -0.63729 0.28845 0.98173 0.407
C 0.83384 0.42832 1.04376 -0.027
C -1.95694 -0.38854 -0.81114 0.100
H -2.49191 -1.28132 -1.25218 0.193
H 2.65149 1.00306 -0.71140 0.203
H 1.75324 -0.26312 -1.74663 0.190
H -2.31009 1.17864 0.31902 0.493
H 1.32733 1.14915 1.62557 0.237
H -1.02310 -0.07294 -1.33827 0.125
H 3.33399 -0.50508 -0.97436 0.208
H -0.02143 0.91542 0.10457 0.264
H 1.63355 -1.43906 0.57019 0.389
H -1.93577 -1.34762 1.00859 0.394



# 5
18
Properties=species:S:1:pos:R:3:nbo_charge:R:1 method="wB97M-V/def2-TZVPD" spin_multiplicity=1 mol_weight_da=118.14 lumo_energy_ev=-3.42
O -2.80653 0.00203 -0.34903 -0.601
O 2.12886 0.50715 1.07984 -0.546
N -1.17167 -1.21152 0.94475 -0.748
N 3.05923 -0.26965 -0.97403 -0.863
C 1.89946 0.13438 -0.07432 0.597
C 0.56739 -0.14152 -0.59442 -0.030
C -1.83435 0.84504 0.14131 -0.039
C -0.50801 -0.01809 0.41179 -0.176
H -2.12815 1.33720 1.13840 0.197
H -5.24007 1.71702 -2.19329 -0.009
H 0.13209 0.44037 1.18352 0.277
H 0.63159 -0.91039 -1.34243 0.201
H -1.65028 1.65013 -0.55877 0.173
H -4.46216 1.59773 -2.32068 0.008
H -0.67618 -2.03751 0.66702 0.349
H 3.14646 -0.83564 -1.77834 0.403
H -2.11098 -1.26843 0.53481 0.407
H 3.81916 -0.31452 -0.27793 0.399



# 6
19
Properties=species:S:1:pos:R:3:nbo_charge:R:1 method="wB97M-V/def2-TZVPD" spin_multiplicity=1 mol_weight_da=150.20 lumo_energy_ev=0.52
S 3.29447 0.03393 -0.12389 1.696
O 3.46684 1.37100 -0.56493 -0.937
O 4.00014 -0.31465 1.08088 -0.923
N 0.63588 -1.75953 0.62106 -0.829
N 1.21070 0.49663 0.53227 -0.829
C -1.31030 1.36751 -0.54912 -0.621
C -0.97215 -0.08876 -0.28840 -0.101
C -2.20000 -0.85537 -0.61323 -0.613
C 0.10177 -0.44361 0.42813 0.305
H 1.03741 1.27135 -0.06968 0.405
H 1.35158 0.88847 1.48648 0.397
H -0.12417 -2.48824 0.72087 0.396
H 1.39846 -1.64643 1.23075 0.388
H -2.41135 -0.83045 -1.63467 0.220
H -3.04539 -0.19536 -0.11096 0.204
H -0.37474 1.91925 -0.79417 0.196
H -2.01602 1.69018 0.29185 0.224
H -2.26999 -1.86392 -0.16787 0.209
H -1.77316 1.44799 -1.47538 0.214



# 7
19
Properties=species:S:1:pos:R:3:nbo_charge:R:1 method="wB97M-V/def2-TZVPD" spin_multiplicity=1 mol_weight_da=134.14 lumo_energy_ev=-0.21
O 1.01140 -0.86922 -0.02974 -0.612
O -1.41776 -1.05252 0.22620 -0.727
O 2.09903 1.55986 0.32900 -0.212
N 1.40718 1.11627 -0.46516 0.432
N -0.35178 1.08907 0.07065 -0.478
C -0.07800 -0.37461 2.11421 -0.690
C -1.17091 1.33235 -1.10804 -0.438
C 0.90297 -1.63670 -1.21130 -0.271
C -0.45006 -0.42329 0.64245 0.728
H -1.16258 2.39256 -1.36119 0.203
H 0.83136 0.19849 2.29855 0.209
H -0.90926 0.05477 2.67762 0.215
H -0.76239 0.75653 -1.93756 0.221
H 1.18232 -1.03788 -2.08758 0.160
H 1.57706 -2.49403 -1.14201 0.182
H -2.18914 0.98451 -0.93025 0.242
H 0.08055 -1.39757 2.45000 0.244
H -0.47415 1.79093 0.79907 0.382
H -0.12583 -1.98953 -1.33493 0.210



# 8
18
Properties=species:S:1:pos:R:3:nbo_charge:R:1 method="wB97M-V/def2-TZVPD" spin_multiplicity=1 mol_weight_da=134.20 lumo_energy_ev=0.29
S 1.87078 -0.82126 0.13877 0.183
O -1.19161 -1.08941 0.10612 -0.580
N -0.10512 2.42656 -0.46998 -0.671
N 1.22265 0.44647 -0.80263 -0.805
C -1.88035 -1.18735 -1.14053 -0.320
C -0.60004 0.15139 1.89786 -0.639
C -0.00573 1.16187 -0.35055 0.422
C -1.07321 0.23848 0.44736 0.025
H 0.67419 0.04521 1.87566 0.223
H -1.65459 -0.02626 -1.88450 0.225
H 1.93454 -1.97402 -0.69592 0.125
H -0.88021 1.08371 2.45006 0.218
H 1.82901 1.30015 -1.04438 0.407
H -3.26726 -1.60850 -0.56491 0.209
H -1.30001 2.55914 -0.50918 0.341
H -1.14349 -2.29096 -1.69658 0.221
H -1.96191 0.95496 0.17244 0.177
H -1.09658 -0.48556 2.61146 0.238



# 9
18
Properties=species:S:1:pos:R:3:nbo_charge:R:1 method="wB97M-V/def2-TZVPD" spin_multiplicity=1 mol_weight_da=134.20 lumo_energy_ev="-0.25 / 0.17"
S -0.76120 0.08489 0.34570 1.371
O -1.47748 -0.82053 1.25918 -0.984
N 0.06377 1.22897 1.19389 -0.463
N -0.03553 1.08110 2.52305 -0.566
C 0.59178 -2.03184 -1.16206 -0.428
C 1.02211 -2.26706 0.30277 -0.437
C -1.28436 3.01747 -1.81863 -0.486
C 0.80959 -0.91305 -0.23373 -0.411
H -1.42488 4.05351 -1.57862 0.161
H -0.39771 2.74627 -2.37529 0.159
H -0.47585 -2.42206 -1.22581 0.227
H -0.29924 0.10330 2.79950 0.379
H 0.07772 -2.66460 0.74187 0.242
H 1.66410 -0.22802 -0.32471 0.243
H 1.95739 -2.66493 0.69027 0.230
H 1.23515 -2.07737 -2.04183 0.227
H -2.16806 2.42370 -1.97481 0.161
H 0.90270 1.35025 2.87928 0.375



# 10
18
Properties=species:S:1:pos:R:3:nbo_charge:R:1 method="wB97M-V/def2-TZVPD" total_charge=+1 spin_multiplicity=2 mol_weight_da=134.20 lumo_energy_ev="-3.00 / -7.95"
S 0.20518 -1.89625 -2.04799 0.029
O 1.78600 1.32948 1.01166 -0.566
N -0.81475 0.59386 0.87089 -0.114
N 2.02283 0.77552 -1.16481 -0.798
C 1.39926 0.70801 0.04340 0.643
C -0.52658 -0.45220 -1.27419 -0.543
C 0.15854 -0.17850 0.12061 -0.197
C -1.29887 -0.01084 2.10838 -0.479
H 0.30979 -1.14993 0.58928 0.271
H -0.88054 -2.37325 -2.63488 0.167
H -0.69868 0.45314 2.91272 0.288
H -1.30688 -1.08366 2.30067 0.263
H -0.62290 1.59514 0.95786 0.441
H -0.52534 0.49297 -1.81579 0.242
H -1.59245 -0.64430 -1.05797 0.248
H -2.33405 0.35177 2.17350 0.261
H 1.93341 0.06040 -1.86714 0.414
H 2.78604 1.42864 -1.22620 0.431